Entry 1:
Formula: C25H45F3NdP2
Source: the Open Molecules 2025 dataset
Level of theory: wB97M-V/def2-TZVPD

Atoms and positions in Å:
Nd -0.12141 0.12439 0.06924
C -2.04238 1.65876 0.96734
C -2.58185 0.77315 -0.02009
C -2.13375 -0.46555 1.88775
C -1.83428 0.89996 2.16538
C -2.61067 -0.55288 0.54176
C -1.88368 3.12366 0.81351
H -1.48955 3.37723 -0.17920
H -1.21029 3.53476 1.57208
H -2.85693 3.62558 0.91665
C -1.76941 1.46996 3.53614
H -1.54693 2.54055 3.52702
H -1.02025 0.96546 4.15471
H -2.74372 1.35471 4.03992
C -2.29823 -1.55118 2.88845
H -3.36329 -1.69187 3.12486
H -1.78338 -1.34023 3.82713
H -1.92028 -2.50502 2.50552
C -3.22623 -1.75644 -0.06899
H -4.32324 -1.72713 0.02759
H -2.87990 -2.66741 0.42358
H -2.99080 -1.81342 -1.14071
C -3.07721 1.18547 -1.36934
H -4.06380 1.67225 -1.29558
H -3.18523 0.32011 -2.03459
H -2.39560 1.90869 -1.83983
C 1.49740 0.45025 -2.49195
C 0.45795 1.30652 -2.63900
C -0.11576 1.58232 -4.00978
C -0.98417 0.46880 -4.65288
C -1.09273 -0.80288 -3.85842
C -0.05987 -1.63954 -3.74377
C 1.26672 -1.34072 -4.38573
C 2.10329 -0.23483 -3.69322
H 0.69066 1.81984 -4.72362
H -0.60043 0.27239 -5.67155
H -0.74369 2.48272 -3.95247
H 2.35256 0.51174 -4.46531
H 2.11029 0.35940 -1.57226
H 0.13108 2.03316 -1.86619
H 3.05545 -0.69387 -3.39146
H 1.86429 -2.26672 -4.39405
H -0.13304 -2.61398 -3.25572
H 1.13920 -1.06820 -5.44957
H -2.00106 0.86733 -4.80205
H -2.08771 -1.02461 -3.46789
P 1.79717 1.97997 1.45565
C 1.45816 2.85700 3.03717
H 2.28720 3.51633 3.33005
H 1.29318 2.12904 3.83859
H 0.55685 3.47471 2.92500
C 3.53150 1.40216 1.66703
H 4.19799 2.18052 2.06968
H 3.91266 1.08490 0.68470
H 3.54480 0.53830 2.34660
C 2.00951 3.45849 0.36640
H 2.43830 3.15184 -0.59838
H 2.66012 4.22118 0.82213
H 1.01882 3.90793 0.19086
P 1.02494 -2.57724 0.62994
C -0.20922 -3.82276 0.01514
H 0.24354 -4.72313 -0.42123
H -0.86224 -3.34556 -0.73945
H -0.84289 -4.13119 0.86214
C 2.64118 -2.76877 -0.25591
H 2.50745 -2.82847 -1.34383
H 3.20729 -3.64749 0.09393
H 3.23761 -1.86810 -0.02160
C 1.44698 -3.45122 2.17680
H 1.71439 -4.49536 1.97883
H 0.57375 -3.43712 2.83698
H 2.28908 -2.96126 2.67627
F 1.00912 0.33173 4.91935
C 1.03343 -0.55939 3.87278
F 2.35290 -0.86429 3.67172
F 0.42832 -1.68545 4.35927

Atoms 1-3, force components in eV/Å:
0.1 -0.2 1.5
-0.4 -1.3 0.3
0.3 -0.5 0.5

- E_HOMO (alpha / beta): -9.01 / -9.12 eV
- Electronic energy: -68654.795 eV
- LUMO level (alpha / beta): -3.41 / -3.28 eV
- ⟨S²⟩: 3.758
- Total charge: +1
- F_max: 3.42 eV Å⁻¹
- Multiplicity: 4


Entry 2:
Formula: C25H45FNO9S4
Source: the Open Molecules 2025 dataset
Level of theory: wB97M-V/def2-TZVPD

Atoms and positions in Å:
C 1.37852 -2.32844 3.14008
C 2.03337 -1.66963 1.84985
O 2.54229 -2.42307 1.02512
N 2.12469 -0.22645 1.71891
H 1.75645 -0.14786 0.76107
H 1.74441 0.33241 2.52496
C 3.45805 0.29004 1.39515
H 2.08853 -2.88324 3.76991
H 0.37692 -2.85327 3.07243
H 1.16096 -1.28602 3.66827
H 3.74249 -0.16105 0.34497
H 4.25257 0.10963 2.36648
H 3.05218 1.33015 1.35868
F 3.33577 -5.10824 -4.42184
C 2.23759 -4.90625 -3.60917
C 1.07672 -5.48534 -4.12384
C -0.13921 -5.48804 -3.32857
C -0.03185 -4.78603 -2.06806
C 1.18234 -4.29551 -1.52011
C 2.34862 -4.38070 -2.29768
H 1.20425 -6.07802 -5.01463
H -1.13030 -5.93499 -3.49963
H -0.79097 -4.89936 -1.50206
H 1.26829 -4.00919 -0.59733
H 3.52329 -4.03352 -1.85935
C -4.21031 -0.99838 0.43270
C -3.51908 -0.72460 -0.87472
C -2.43065 -1.55876 -1.10874
S -1.64058 -1.60721 0.50447
O -0.60202 -0.62613 0.68781
O -1.36302 -2.94950 0.88798
C -3.03396 -1.06296 1.50294
H -4.77562 -1.75033 0.56261
H -4.84012 -0.15725 0.61870
H -3.02644 0.24708 -0.94144
H -4.21171 -0.82735 -1.73040
H -1.96081 -1.05576 -1.88132
H -2.49395 -2.52046 -1.58534
H -2.70575 -0.04792 1.81028
H -3.11924 -1.84923 2.29893
C -1.78022 3.19136 5.49558
C -3.01650 2.59635 4.77586
C -2.71726 1.72058 3.72375
S -1.00391 1.15295 3.95390
O -0.18372 1.69250 2.95096
O -0.99099 -0.27797 4.27067
C -0.67169 2.05273 5.39936
H -1.85548 3.43319 6.64757
H -1.52891 4.05124 4.84561
H -3.80549 3.39902 4.71015
H -3.42176 1.86962 5.38346
H -2.84443 2.35525 2.89972
H -3.41270 0.87495 3.41109
H 0.40335 2.46376 5.54123
H -0.68497 1.28605 6.30827
C 0.88491 4.93950 -1.14159
C 0.74023 5.31417 0.37403
C 0.92077 4.00336 0.93763
S 0.13017 2.80915 -0.10457
O -1.25860 2.62652 0.23603
O 1.02612 1.71367 -0.23590
C 0.11450 3.73944 -1.50490
H 1.92074 5.06586 -1.52764
H 0.39703 5.74598 -1.51768
H -0.25719 5.52865 0.63155
H 1.49097 6.03018 0.99171
H 0.65817 3.96417 2.00726
H 2.03497 3.83336 0.80417
H -0.89328 3.89127 -1.72213
H 0.49869 3.33108 -2.29461
C 0.30108 -1.24750 -3.94251
C 1.18473 -0.85230 -5.17364
C 2.36324 -0.29339 -4.80129
S 2.03486 0.61023 -3.30644
O 2.03817 2.01545 -3.64124
O 2.88361 -0.02785 -2.26603
C 0.45048 0.00784 -2.96708
H 0.86094 -2.10645 -3.51045
H -0.75247 -1.41041 -4.02359
H 0.66301 -0.02675 -5.78316
H 1.22776 -1.54981 -5.89920
H 2.88396 0.14363 -5.66968
H 2.86202 -1.13091 -4.72464
H -0.26663 0.68889 -2.93580
H 0.50904 -0.40786 -1.94391

Atoms 1-3, force components in eV/Å:
-0.8 4.5 0.6
0.4 -6.6 0.6
-0.9 3.0 1.1

- E_HOMO: -10.98 eV
- Electronic energy: -92612.902 eV
- LUMO level: -2.33 eV
- Total charge: +1
- Relative energy (zero: lowest compared OMol25 entry of this formula, charge and spin): 1.5975 eV
- F_max: 9.81 eV Å⁻¹


Entry 3:
Formula: C25H45IrNP2
Source: the Open Molecules 2025 dataset
Level of theory: wB97M-V/def2-TZVPD

Atoms and positions in Å:
Ir -0.33462 -0.09646 -2.76412
C 1.25592 -2.21285 -0.77014
C 0.20241 -2.51844 0.12910
C -0.78452 -1.83726 -1.88017
C 0.69332 -1.77634 -2.03904
C -1.03402 -2.38118 -0.53080
C 2.68816 -2.34436 -0.42385
H 2.87418 -2.05983 0.62816
H 3.22647 -1.64187 -1.06429
H 3.12666 -3.35228 -0.58284
C 1.37263 -1.89870 -3.37206
H 2.41181 -2.24913 -3.29799
H 1.35325 -0.85022 -3.77476
H 0.81876 -2.51010 -4.09919
C -1.60665 -2.09554 -3.09473
H -1.13203 -2.67331 -3.89741
H -1.71938 -1.06516 -3.53700
H -2.60986 -2.47006 -2.84561
C -2.36718 -2.65039 0.04910
H -2.29884 -3.19293 1.00563
H -2.98186 -3.23894 -0.64812
H -2.89036 -1.69783 0.23367
C 0.39070 -2.94830 1.56016
H 1.14034 -3.74831 1.68460
H -0.52568 -3.25810 2.05419
H 0.79011 -2.11600 2.19222
C 1.07433 1.55008 -0.44401
C 1.76278 0.97674 0.56458
C 1.35151 0.82044 1.96163
C -0.10625 0.97696 2.35866
C -1.18302 0.40875 1.53057
C -1.81250 1.02914 0.48279
C -1.40921 2.29503 -0.17107
C 0.09939 2.64945 -0.22857
H 1.86448 1.55818 2.57323
H -0.28256 2.02340 2.59979
H 1.73726 -0.14478 2.28912
H 0.41905 3.17087 0.70741
H 1.69517 1.77053 -1.34687
H 2.72272 0.56583 0.28474
H 0.25447 3.38370 -1.05214
H -1.85270 2.45014 -1.17262
H -2.59397 0.48646 -0.06645
H -1.90706 3.01517 0.48694
H -0.23523 0.43767 3.30546
H -1.67647 -0.48600 1.87134
P 2.99332 0.88424 -3.01335
C 4.11432 -0.10653 -4.14838
H 4.92440 0.49844 -4.58304
H 3.54640 -0.55673 -4.96486
H 4.57780 -0.92938 -3.59032
C 2.60679 2.25067 -4.19382
H 3.52011 2.72635 -4.59011
H 2.02296 2.97912 -3.61847
H 1.98934 1.85124 -5.00362
C 4.39925 1.82556 -2.21785
H 5.02786 2.33505 -2.97384
H 5.02661 1.14857 -1.62156
H 3.95648 2.57138 -1.54821
P -3.09832 0.79613 -2.54110
C -4.73044 -0.13194 -2.28084
H -5.55129 0.37208 -2.82161
H -4.99837 -0.16516 -1.21821
H -4.64756 -1.15409 -2.66387
C -4.01506 2.43666 -2.47934
H -4.93465 2.33826 -3.08124
H -3.38034 3.21526 -2.91656
H -4.29551 2.71054 -1.45314
C -3.27275 0.68321 -4.39206
H -4.22162 1.12325 -4.72550
H -3.23870 -0.36716 -4.70474
H -2.42808 1.22172 -4.82889
N 1.91708 -1.69973 5.02104
C 1.48748 -1.75582 3.93167

Atoms 1-3, force components in eV/Å:
0.0 3.3 1.4
-0.8 0.1 0.9
0.0 -0.1 -0.2

- E_HOMO (alpha / beta): -10.47 / -11.24 eV
- Electronic energy: -49544.505 eV
- LUMO level (alpha / beta): -4.01 / -6.14 eV
- ⟨S²⟩: 6.044
- Total charge: +1
- Relative energy (zero: lowest compared OMol25 entry of this formula, charge and spin): 2.7809 eV
- F_max: 3.60 eV Å⁻¹
- Multiplicity: 5


> Number 2 is which compound?

C25H45FNO9S4


> total charge of number 2 (C25H45FNO9S4)?

+1


> Look up the F_max of the first one.

3.42 eV Å⁻¹


> Among the records above, which one has the highest F_max?

C25H45FNO9S4